Below is a cluster of 2 separate species, C2H8N2O in total in a non-equilibrium geometry, with properties calculated with wB97M-V/def2-TZVPD.

ΔE to the lowest compared entry with this formula, charge and spin: 242.4 kJ/mol
SMILES: N/C=C/N.O
Net charge: 0
HOMO energy: -0.30855 hartree

XYZ file:
```
13
Properties=species:S:1:pos:R:3:forces:R:3:mulliken_charge:R:1
N -0.25788 0.86098 -0.22527 -1.16 -0.38 -1.10 -0.51
N -1.71027 -1.83776 -2.46172 -0.13 1.93 1.70 -0.59
H -0.63562 0.92021 -2.27940 0.03 -0.20 -0.91 0.34
H -1.53753 -1.36567 -0.39204 -0.23 0.31 0.33 0.27
O 2.64505 1.25389 4.82626 0.48 0.22 -0.54 -0.64
H 0.67334 1.23268 -0.32294 0.03 -0.08 -0.08 0.22
H -0.72777 -1.98242 -2.66247 -0.27 -0.37 -0.87 0.26
C -1.51267 -0.82737 -1.32928 0.30 -2.54 -1.82 -0.32
H 2.82897 1.74845 4.01373 -0.44 0.01 0.17 0.32
H 3.52759 0.91909 5.01409 -0.04 -0.23 0.37 0.32
C -0.80695 0.27792 -1.44600 0.82 1.29 2.76 -0.14
H -2.16923 -1.34730 -3.22083 0.24 -0.22 -0.31 0.26
H -0.31704 0.14730 0.48586 0.36 0.26 0.30 0.22
```
Forces are in eV/Å.

***

Below is a cluster of 2 separate species, C2H8N2O in total in a non-equilibrium geometry, with properties calculated with wB97M-V/def2-TZVPD.

Multiplicity: 2
ΔE to the lowest compared entry with this formula, charge and spin: 272.6 kJ/mol
Net charge: +1
HOMO energy (spin up / spin down): -0.58632 / -0.58617 hartree

XYZ file:
```
13
Properties=species:S:1:pos:R:3:forces:R:3:mulliken_spin:R:1
N -0.97153 0.64855 0.80152 1.31 -0.26 -2.89 0.48
N 0.36354 1.24436 -1.00330 2.24 -0.32 0.00 0.52
H -0.14657 0.20772 1.22609 -1.10 0.03 0.23 -0.02
H 2.05551 0.14613 -0.77176 1.09 -0.73 -1.21 0.02
O -0.75917 -2.33020 0.06440 -0.97 2.70 -0.91 0.00
H -0.28751 -3.11442 0.07728 1.42 -2.83 0.80 0.00
C 1.46318 0.76277 -0.17145 0.94 1.40 0.68 0.00
H 1.24158 0.17868 0.69406 -0.44 -0.61 0.34 0.01
C -0.79739 1.13415 -0.49045 -4.42 1.41 3.99 -0.03
H -0.64397 -2.12925 -0.87640 -0.42 0.30 0.07 0.00
H -1.85089 0.19595 0.86229 -1.19 -0.45 1.17 -0.01
H 2.18568 1.47121 0.35004 -1.04 0.20 -1.39 0.04
H -1.85245 1.58435 -0.76231 2.58 -0.85 -0.87 0.00
```
Forces are in eV/Å.

***

Below is an isolated molecule of C2H8N2O2 in a non-equilibrium geometry, with properties calculated with wB97M-V/def2-TZVPD.

ΔE to the lowest compared entry with this formula, charge and spin: 270.8 kJ/mol
SMILES: CC(O)(O)NN
Net charge: 0
HOMO energy: -0.36092 hartree

XYZ file:
```
14
Properties=species:S:1:pos:R:3:forces:R:3:mulliken_charge:R:1
H 0.68837 -1.51520 -0.17758 0.86 1.82 -0.32 0.24
C -1.63252 -0.53642 -0.25551 -0.32 0.86 -4.60 -1.38
H -2.43524 0.05415 -0.91391 2.03 -0.60 1.75 0.26
H -1.46031 -1.37513 -0.95015 0.25 0.03 0.31 0.37
O -0.28277 0.36583 1.46208 2.18 -4.51 -0.61 -0.53
N 0.80976 -0.49474 -0.47901 0.58 -1.46 1.12 -0.32
H 2.75190 -0.29713 -0.63215 1.94 -1.24 -1.76 0.24
H -0.51759 1.14264 1.85628 -1.07 3.53 0.58 0.27
H 0.45056 1.68368 -0.78455 2.83 0.96 -0.85 0.33
H 2.37491 0.02486 0.92396 -1.22 0.39 -2.74 0.24
H -2.10988 -0.91364 0.56333 -1.06 -0.80 2.37 0.39
C -0.31139 0.19765 0.05594 -2.51 2.00 -0.14 1.05
N 2.07941 0.17928 -0.14301 -2.28 -0.04 4.13 -0.61
O -0.40522 1.48418 -0.52573 -2.22 -0.94 0.76 -0.54
```
Forces are in eV/Å.

***

Below is a cluster of 2 separate species, C2H8N2O2 in total in a non-equilibrium geometry, with properties calculated with wB97M-V/def2-TZVPD.

ΔE to the lowest compared entry with this formula, charge and spin: 156.2 kJ/mol
SMILES: NC=O.NCO
Net charge: 0
HOMO energy: -0.34157 hartree

XYZ file:
```
14
Properties=species:S:1:pos:R:3:forces:R:3:mulliken_charge:R:1
N -2.16067 1.76069 0.88416 -0.95 1.35 0.77 -0.41
H -2.46723 2.08262 -0.02633 0.01 -0.37 0.38 0.17
O -0.22849 0.60399 0.03961 -1.25 0.10 1.41 -0.51
H -0.92908 0.63066 2.01609 -0.56 -0.66 -0.38 0.28
C -1.37222 0.58771 0.99943 2.29 1.78 -0.16 -0.22
H 0.39699 1.20976 0.45512 0.23 0.03 -0.48 0.29
H 0.97548 -2.58651 -1.35038 0.83 -0.40 -0.55 0.24
H -2.59486 2.24639 1.70789 0.98 -1.10 -1.46 0.18
O 2.69438 0.06018 -1.14279 -0.04 -0.46 0.79 -0.51
H -1.83624 -0.32155 0.74446 -0.83 -1.21 -0.03 0.21
H 0.74980 -1.56323 -0.13358 0.15 1.12 0.21 0.22
C 2.41594 -1.10436 -1.31477 0.17 -0.18 -1.86 0.10
N 1.41348 -1.85315 -0.82742 -1.38 -0.48 1.35 -0.31
H 2.94273 -1.75322 -2.05147 0.35 0.48 0.03 0.27
```
Forces are in eV/Å.

***

Below is a cluster of 2 separate species, C2H8N2O2 in total in a non-equilibrium geometry, with properties calculated with wB97M-V/def2-TZVPD.

ΔE to the lowest compared entry with this formula, charge and spin: 611.8 kJ/mol
Net charge: 0
HOMO energy (spin up / spin down): -0.25034 / -0.25032 hartree

XYZ file:
```
14
Properties=species:S:1:pos:R:3:forces:R:3:mulliken_charge:R:1
H 0.06929 1.58123 0.34500 -1.29 -0.53 0.70 0.38
O -2.94414 -0.11955 0.51267 0.51 1.15 1.14 -0.61
H 0.90699 0.26994 0.38511 -2.71 -0.52 0.59 0.15
O 2.23800 -0.23758 0.46180 2.54 -0.89 -2.25 -0.48
C 3.16196 -0.09984 -0.36764 -0.99 1.50 4.28 -0.05
N -0.16787 0.55906 0.41676 2.15 0.23 1.53 0.10
C -2.00649 -0.67619 -0.43050 1.29 1.18 2.11 -0.27
H -1.92949 -1.70258 -0.14050 1.03 -1.07 1.01 0.26
H -0.65895 0.25748 1.31176 1.14 0.89 -0.68 0.40
N -0.89770 0.18471 -0.68197 -1.19 -0.51 -2.51 -1.00
H -2.54298 -0.77483 -1.27358 -1.36 0.10 -3.68 0.28
H -2.60016 0.79797 0.58202 -0.90 -0.53 -0.18 0.36
H 3.74363 0.81459 -0.17807 0.03 0.20 -0.97 0.22
H 3.62793 -0.85443 -0.94285 -0.26 -1.20 -1.09 0.27
```
Forces are in eV/Å.

***

Below is a cluster of 2 separate species, C2H8N2O2 in total in a non-equilibrium geometry, with properties calculated with wB97M-V/def2-TZVPD.

ΔE to the lowest compared entry with this formula, charge and spin: 19.5 kJ/mol
SMILES: CNC(N)=O.O
Net charge: 0
HOMO energy: -0.36869 hartree

XYZ file:
```
14
Properties=species:S:1:pos:R:3:forces:R:3:mulliken_charge:R:1
H -0.52234 -2.63072 -0.05753 0.30 -0.12 0.42 0.29
O 2.86344 0.98293 -0.07119 -1.01 0.70 1.08 -0.64
C -0.66725 0.52204 0.37742 -0.06 0.35 0.45 0.59
N -1.64848 1.48582 0.21844 -0.56 -0.04 -0.33 -0.48
O 0.26099 0.68858 1.16078 0.04 0.03 -0.33 -0.71
H 2.59823 0.57733 -0.88131 0.00 -0.48 -0.98 0.29
H 0.77183 -1.87262 -1.00056 -0.19 -0.01 -0.06 0.27
H -2.60135 1.15011 0.16638 0.18 0.13 -0.16 0.21
H 0.72578 -1.46475 0.67674 -0.29 -0.37 0.35 0.35
H -1.54847 2.35184 0.73782 0.22 -0.57 0.02 0.24
N -0.80723 -0.60120 -0.38525 0.35 0.20 0.51 -0.17
H 1.97726 1.17726 0.33571 1.09 -0.32 -0.06 0.37
H -1.48819 -0.63298 -1.12020 -0.06 0.07 -0.02 0.20
C 0.08577 -1.73364 -0.15725 -0.04 0.42 -0.89 -0.82
```
Forces are in eV/Å.

***

Below is a cluster of 2 separate species, C2H8N2O2 in total in a non-equilibrium geometry, with properties calculated with wB97M-V/def2-TZVPD.

ΔE to the lowest compared entry with this formula, charge and spin: 137.5 kJ/mol
SMILES: NCNC=O.O
Net charge: 0
HOMO energy: -0.35116 hartree

XYZ file:
```
14
Properties=species:S:1:pos:R:3:forces:R:3:mulliken_charge:R:1
H -1.44993 1.83625 0.76784 0.74 0.15 0.31 0.32
C 0.10850 -1.94824 -0.40957 -0.60 2.15 -0.30 -0.03
N 1.02591 0.67433 0.81084 -1.38 1.47 -1.49 -0.59
H 1.77097 0.01388 -1.07525 -1.29 0.70 -0.10 0.32
H -0.62566 -2.76136 -0.33734 -1.11 0.84 -0.68 0.41
O 1.18308 -2.26291 -0.02815 2.75 -0.57 0.55 -0.49
H 1.22283 -0.19219 1.22848 0.24 -1.44 0.46 0.22
O -2.18200 1.41797 0.32791 0.10 0.07 -1.19 -0.66
H 0.47443 1.40818 -1.25702 0.56 -2.00 1.33 0.27
H -2.75491 1.14773 1.02200 -0.81 -0.34 0.89 0.31
H 1.80652 1.26640 1.04378 0.21 0.32 -0.46 0.21
N -0.18182 -0.61208 -0.83602 -2.67 -2.21 0.69 -0.27
C 0.79019 0.43515 -0.67973 1.66 0.37 0.66 -0.33
H -1.18810 -0.42311 -0.57778 1.60 0.50 -0.68 0.32
```
Forces are in eV/Å.

***

Below is an isolated molecule of C2H8N2O2S in a non-equilibrium geometry, with properties calculated with wB97M-V/def2-TZVPD.

ΔE to the lowest compared entry with this formula, charge and spin: 194.6 kJ/mol
Net charge: 0
HOMO energy: -0.33544 hartree

XYZ file:
```
15
Properties=species:S:1:pos:R:3:forces:R:3:mulliken_charge:R:1
H -1.11539 1.37516 -1.13359 -0.91 -1.80 2.14 0.22
H -0.09747 -0.78104 2.08662 1.90 -2.17 0.46 0.28
H 2.04736 -0.28975 -1.64867 0.57 0.67 1.38 0.30
S 1.00832 1.07038 0.62754 0.41 -1.90 1.71 0.60
O 1.17725 1.71044 -0.63185 -0.01 1.00 -1.65 -0.53
H -2.52875 0.89941 0.12322 2.03 -0.29 -0.59 0.23
N -0.87840 -0.26101 1.86728 -1.06 1.82 -0.13 -0.80
H -0.92847 0.36393 2.70430 -0.30 0.16 -1.24 0.26
N -0.51742 0.39786 0.64310 1.32 0.28 2.71 0.33
O 1.91303 -0.38435 0.55639 -0.52 1.77 0.42 -0.38
C -1.48619 0.57502 -0.30279 -3.10 1.16 -4.10 -0.65
C 2.32218 -0.83720 -0.70468 0.31 -0.36 -1.60 -0.65
H -1.69901 -0.37677 -0.88552 0.17 0.92 0.53 0.25
H 3.38667 -1.10024 -0.66893 -0.21 0.43 -0.12 0.25
H 1.78867 -1.71773 -0.92052 -0.60 -1.70 0.08 0.29
```
Forces are in eV/Å.

***

Question: What is the net charge in the second record?
Answer: +1